No. 1
ORCA calculation (ωB97M-V/def2-TZVPD) on a 6-piece molecular cluster, C24H48NO22P overall.

Geometry (Å):
O1 -4.085 1.688 -1.247
C1 -4.252 0.858 -2.084
O2 -3.274 0.219 -2.749
C2 -1.935 0.656 -2.497
C3 -1.161 -0.346 -1.606
N1 -2.047 -1.144 -0.726
C4 -1.923 -2.567 -0.998
O3 -0.972 -3.211 -0.726
O4 -2.969 -3.047 -1.665
P1 -2.058 -0.846 0.934
O5 -3.058 -1.685 1.586
O6 -0.570 -1.068 1.510
O7 -2.288 0.731 1.049
H1 -5.242 0.518 -2.424
H2 -1.450 0.689 -3.483
H3 -1.928 1.665 -2.075
H4 -0.400 0.188 -1.022
H5 -0.630 -1.046 -2.266
H6 -3.661 -2.363 -1.672
H7 0.075 -0.491 1.069
H8 -1.501 1.232 1.305
C5 4.950 3.494 1.887
C6 3.571 3.428 1.269
O8 2.863 2.238 1.668
C7 2.328 2.276 2.890
O9 2.342 3.211 3.646
O10 1.752 1.091 3.124
C8 1.152 0.975 4.421
H9 5.514 2.591 1.654
H10 5.490 4.354 1.493
H11 4.888 3.593 2.970
H12 3.636 3.355 0.185
H13 2.974 4.304 1.522
H14 0.459 1.794 4.597
H15 1.918 0.964 5.193
H16 0.615 0.031 4.419
C9 5.706 -4.216 -2.974
C10 6.047 -3.925 -1.529
O11 4.969 -3.265 -0.846
C11 3.961 -4.059 -0.470
O12 3.903 -5.251 -0.633
O13 3.026 -3.301 0.098
C12 1.842 -4.008 0.502
H17 5.404 -3.301 -3.486
H18 6.571 -4.633 -3.489
H19 4.890 -4.933 -3.044
H20 6.882 -3.229 -1.459
H21 6.314 -4.834 -0.991
H22 2.096 -4.848 1.145
H23 1.293 -4.357 -0.368
H24 1.237 -3.289 1.045
C13 -10.200 4.226 1.561
C14 -9.389 5.482 1.330
O14 -8.026 5.326 1.760
C15 -7.235 4.650 0.922
O15 -7.554 4.209 -0.153
O16 -6.029 4.560 1.478
C16 -5.063 3.817 0.716
H25 -10.138 3.921 2.606
H26 -11.246 4.409 1.313
H27 -9.836 3.408 0.941
H28 -9.771 6.305 1.932
H29 -9.405 5.784 0.283
H30 -4.994 4.201 -0.298
H31 -5.324 2.764 0.692
H32 -4.117 3.953 1.235
C17 7.325 -8.236 -8.555
C18 7.607 -7.983 -7.090
O17 6.515 -7.307 -6.443
C19 5.476 -8.081 -6.120
O18 5.397 -9.271 -6.291
O19 4.542 -7.310 -5.564
C20 3.341 -7.998 -5.199
H33 7.071 -7.303 -9.060
H34 8.206 -8.663 -9.034
H35 6.496 -8.932 -8.677
H36 8.453 -7.308 -6.970
H37 7.825 -8.908 -6.558
H38 3.564 -8.858 -4.572
H39 2.804 -8.321 -6.090
H40 2.745 -7.278 -4.645
C21 0.021 6.410 6.066
C22 -0.889 5.290 6.521
O20 -2.277 5.642 6.405
C23 -2.788 5.575 5.174
O21 -2.197 5.229 4.180
O22 -4.056 5.974 5.229
C24 -4.720 6.037 3.959
H41 -0.208 7.327 6.609
H42 1.061 6.142 6.252
H43 -0.097 6.599 5.000
H44 -0.749 5.084 7.581
H45 -0.704 4.372 5.965
H46 -4.622 5.099 3.425
H47 -4.307 6.851 3.366
H48 -5.768 6.227 4.172

Cartesian forces, eV/Å:
0.0354 0.2715 0.1317
-0.1452 -0.0873 0.0256
0.0139 -0.0175 -0.2242
0.4047 0.0963 -0.1038
-0.2792 -0.2572 -0.2897
0.5081 0.3276 0.2859
-0.8845 0.6037 -0.4038
0.7739 -0.5743 0.1585
-0.3272 0.1168 0.1100
-0.2679 -0.1365 0.4249
0.3181 0.1429 -0.1431
-0.2728 0.4425 -0.3390
0.3711 -0.1666 -0.2750
0.2397 -0.1079 -0.0223
-0.1494 0.0253 0.3053
-0.1980 -0.2535 0.0345
-0.0912 -0.0167 -0.1965
-0.0467 0.1672 0.3139
0.2228 -0.1696 -0.0779
0.1680 -0.3291 0.2421
-0.2784 -0.0355 0.0840
-0.0109 -0.1160 0.0954
0.0908 0.1906 -0.1181
-0.0880 -0.0514 0.0834
0.0176 0.0211 -0.0595
0.0273 -0.0860 -0.0205
-0.0526 0.0730 -0.0652
-0.1339 -0.1201 0.0748
0.0119 0.0277 -0.0428
-0.0049 0.0047 -0.0144
-0.0232 0.0355 -0.0091
-0.0333 -0.0655 0.0133
-0.0094 -0.0356 0.0679
0.0370 0.0494 0.0151
0.0067 0.0659 -0.0175
0.0472 -0.0144 -0.0682
-0.1679 0.0176 -0.0308
0.2111 -0.0844 -0.0668
-0.0911 -0.0254 0.0821
-0.0411 0.0084 -0.1669
0.0204 0.0879 0.0711
0.0591 -0.0036 0.0188
-0.0599 -0.0162 0.1095
0.0653 0.0124 -0.0025
0.0140 0.0044 0.0086
0.0363 -0.0327 0.0177
-0.0550 0.0474 0.0341
-0.0762 -0.0157 0.0003
0.0468 -0.0087 -0.0366
0.0299 -0.0378 -0.0107
0.0114 0.0254 -0.0336
0.1035 -0.0906 0.0313
-0.1928 0.0814 -0.0495
0.0938 -0.0555 -0.0137
-0.0261 0.0294 -0.0241
0.0294 0.0147 0.0943
-0.0494 0.0149 -0.0532
0.0689 0.0240 0.0706
-0.0400 0.0324 0.0049
-0.0046 0.0143 0.0030
-0.0060 0.0274 -0.0308
0.0646 -0.0020 0.0276
0.0449 -0.0581 -0.0103
-0.0496 -0.0263 -0.0170
-0.0414 -0.0019 -0.0508
-0.0239 0.0046 0.0122
-0.1393 0.0343 -0.0051
0.1978 -0.0721 -0.0545
-0.1041 -0.0093 0.0264
0.0264 -0.0124 0.0348
-0.0083 0.0952 -0.0104
0.0571 -0.0011 -0.0465
-0.0662 0.0177 0.0762
0.0519 0.0031 -0.0054
0.0139 0.0051 0.0062
0.0240 -0.0250 0.0256
-0.0486 0.0405 0.0320
-0.0732 -0.0130 -0.0059
0.0151 -0.0174 -0.0292
0.0301 -0.0431 0.0007
0.0301 0.0224 -0.0163
-0.0928 0.0965 -0.0580
0.1930 -0.1187 0.0562
-0.1053 -0.0079 -0.0610
0.0856 0.1469 -0.0208
-0.0783 -0.0435 0.0817
0.0231 -0.0158 0.0164
-0.0456 0.0109 0.0034
0.0360 -0.0199 0.0299
0.0014 -0.0209 0.0175
0.0000 -0.0410 -0.0064
-0.0661 0.0232 0.0016
-0.0026 0.0215 -0.0732
0.0319 -0.0160 0.0018
0.0215 -0.0473 -0.0411
0.0200 -0.0014 0.0590

## Properties
2S+1	1
calculated total energy	-2994.87023	Eh
net charge	0

***

No. 2
ORCA calculation (ωB97M-V/def2-TZVPD) on C36H40BrGdN3O2P as an isolated structure.

Geometry (Å):
Gd1 -21.593 4.006 4.946
C1 -28.404 7.417 3.024
C2 -28.400 5.897 2.934
C3 -28.934 5.545 1.520
C4 -29.321 5.310 3.996
C5 -27.006 5.286 3.142
C6 -25.920 6.032 3.587
C7 -24.689 5.384 3.719
Br1 -23.107 6.476 4.109
C8 -24.472 3.963 3.547
O1 -23.290 3.382 3.721
C9 -25.633 3.207 3.181
C10 -26.822 3.901 2.975
C11 -25.597 1.679 3.099
C12 -25.979 1.320 1.663
C13 -26.748 1.131 3.987
C14 -24.317 0.878 3.460
H1 -29.407 7.818 2.841
H2 -27.752 7.932 2.289
H3 -28.117 7.803 4.029
H4 -29.916 6.054 1.380
H5 -29.113 4.455 1.392
H6 -28.235 5.850 0.695
H7 -30.304 5.827 3.966
H8 -28.946 5.517 5.033
H9 -29.474 4.209 3.937
H10 -26.024 7.111 3.797
H11 -27.683 3.347 2.631
H12 -26.931 1.820 1.359
H13 -26.206 0.229 1.607
H14 -25.189 1.548 0.923
H15 -27.739 1.390 3.548
H16 -26.703 1.513 5.037
H17 -26.692 0.028 4.106
H18 -23.470 1.230 2.866
H19 -24.553 -0.198 3.243
H20 -24.061 0.963 4.528
N1 -17.763 3.434 4.114
P1 -19.030 2.201 4.321
C15 -17.904 0.773 4.485
C16 -17.935 -0.100 5.610
C17 -17.235 -1.310 5.501
C18 -16.406 -1.555 4.397
C19 -16.239 -0.583 3.433
C20 -17.044 0.563 3.451
C21 -19.615 2.137 2.605
C22 -19.881 0.879 2.046
C23 -20.627 0.798 0.847
C24 -21.104 1.937 0.204
C25 -20.845 3.193 0.773
C26 -20.043 3.303 1.937
C27 -18.029 4.774 4.319
C28 -16.993 5.707 4.109
C29 -17.213 7.038 4.382
C30 -18.455 7.418 4.998
C31 -19.424 6.447 5.162
N2 -19.273 5.165 4.710
H21 -16.818 3.134 4.268
H22 -18.444 0.240 6.526
H23 -17.288 -2.066 6.305
H24 -15.879 -2.522 4.322
H25 -15.485 -0.649 2.634
H26 -16.996 1.269 2.624
H27 -19.444 -0.016 2.476
H28 -20.760 -0.219 0.426
H29 -21.644 1.896 -0.735
H30 -21.242 4.103 0.364
H31 -19.642 4.278 2.204
H32 -16.050 5.357 3.736
H33 -16.394 7.772 4.201
H34 -18.626 8.405 5.392
H35 -20.415 6.674 5.615
O2 -22.267 4.259 7.037
N3 -22.181 2.779 7.249
C32 -21.046 2.382 7.970
C33 -21.042 1.095 8.414
C34 -22.146 0.283 8.196
C35 -23.169 0.662 7.303
C36 -23.315 1.999 7.008
H36 -20.387 3.198 8.165
H37 -20.151 0.772 8.968
H38 -22.285 -0.712 8.666
H39 -23.922 -0.042 6.938
H40 -24.216 2.506 6.653

Cartesian forces, eV/Å:
0.2981 -0.4899 -0.3374
0.3222 1.0979 0.5506
0.4469 -0.3767 -0.6765
-0.1993 -0.2554 -0.5124
-0.8067 0.2087 1.2924
0.1596 -0.2448 0.1818
0.4923 0.1203 -0.1680
0.1350 -1.1038 -0.1292
-0.7424 -0.1058 -0.1811
-0.8859 0.9801 -0.0455
-0.0437 0.8926 0.2472
1.1468 0.8050 0.8823
0.0809 0.3449 -0.1939
-0.9096 -0.5324 -0.1177
-0.7039 -0.7836 -0.7906
-0.3206 -0.1318 0.7282
-0.4190 -0.0581 -0.1571
0.0296 -0.2537 0.0286
-0.1766 -0.5544 0.2899
-0.1149 -0.3782 -0.5330
0.6848 -0.3451 -0.0379
0.1085 0.6123 0.1567
-0.5921 -0.0849 0.8516
0.3514 -0.4994 -0.1688
-0.0350 -0.1467 -0.8506
0.1234 0.7476 -0.2201
0.2380 -0.7375 -0.2148
-0.0832 -0.1366 0.0964
0.8569 -0.2295 0.1330
0.3068 0.5967 -0.0515
-0.3412 0.0118 0.3829
0.6362 -0.2225 0.4886
-0.0416 0.0321 -0.8084
-0.0281 0.5197 -0.4249
-0.0919 -0.3369 0.1328
0.3393 0.9188 0.1409
-0.0553 0.0272 -0.3462
-1.5354 0.0862 0.4351
1.3278 0.9540 0.1841
-1.0120 0.1070 1.3472
0.2434 0.2167 -0.7862
-0.1681 0.1756 0.6763
0.1034 -0.5545 0.2891
0.3198 0.5812 -0.7592
1.0147 -0.7945 -0.7505
-0.3098 -0.5326 -0.3865
-0.7467 0.6548 -0.9960
0.7137 -0.8150 0.2874
0.1056 0.4929 0.7031
0.8819 -0.5318 1.0168
-0.3768 -0.6738 -0.8217
-0.3945 0.3388 0.3017
-0.5081 0.4509 0.1652
-0.3760 0.4027 0.7172
0.6800 -0.7814 -0.2145
0.0524 -0.0983 -0.8146
1.0512 -0.1181 0.4904
0.2793 0.0541 -0.1889
-0.0106 -0.6067 -0.6009
0.0104 0.5832 -0.4947
-0.2346 0.7173 0.1007
-0.4947 -0.3554 0.4056
0.0203 -0.1527 0.0798
-0.3491 0.0305 0.0774
-0.0660 0.8662 0.1054
-0.0764 -0.2059 0.1558
0.0396 0.1461 -0.4342
-0.4394 -0.0208 0.3161
0.2634 -0.0465 -0.1663
-0.9203 -0.5892 0.2083
0.0305 0.2125 -0.1407
0.7996 -0.0438 -0.3541
-0.1989 -2.6524 0.7407
-0.0537 2.4201 -0.2978
-2.7214 0.2558 -1.3589
0.7552 -0.2536 1.0089
-0.3642 -1.5842 -0.8256
-0.6592 0.4410 0.7592
1.8285 0.4741 0.4637
0.6013 0.0696 -0.0229
-0.6867 -0.0291 0.0036
0.6772 0.6932 -0.4558
0.1283 0.2617 0.5741
0.6095 -0.1544 -0.3614

## Properties
2S+1	7
net charge	+1
energy relative to the best compared isomer or geometry (same formula, charge and spin)	0.0	kJ/mol

***

No. 3
ORCA calculation (ωB97M-V/def2-TZVPD) on C26H19Cl5N2O2SSr as an isolated structure.

Geometry (Å):
Sr1 0.728 3.068 1.618
Cl1 3.778 4.214 0.104
C1 3.038 5.643 0.834
C2 1.844 5.449 1.495
C3 1.291 6.582 2.054
Cl2 -0.236 6.380 2.912
C4 1.861 7.848 1.977
Cl3 1.110 9.221 2.698
C5 3.070 7.988 1.292
Cl4 3.814 9.535 1.164
C6 3.674 6.873 0.709
Cl5 5.165 7.036 -0.141
S1 -2.024 2.668 2.719
C7 -2.177 0.981 2.478
N1 -1.621 0.130 3.379
C8 -1.748 -1.215 3.361
C9 -2.469 -1.817 2.377
C10 -3.037 -0.997 1.389
C11 -2.900 0.366 1.436
H1 -1.045 0.564 4.090
H2 -1.234 -1.751 4.144
H3 -2.558 -2.891 2.349
H4 -3.593 -1.452 0.579
H5 -3.342 1.007 0.688
C12 0.240 -3.892 -5.033
C13 -0.613 -3.044 -4.129
C14 -1.944 -2.811 -4.453
C15 -2.748 -2.019 -3.649
C16 -2.223 -1.477 -2.490
C17 -0.895 -1.707 -2.144
N2 -0.408 -1.120 -0.944
C18 0.061 -1.835 0.122
C19 -0.152 -3.225 0.199
C20 0.294 -3.954 1.280
C21 0.966 -3.338 2.335
C22 1.165 -1.973 2.278
C23 0.720 -1.204 1.202
C24 0.904 0.271 1.283
O1 1.292 0.786 2.373
O2 0.623 0.997 0.275
C25 -0.067 -2.472 -2.971
C26 1.387 -2.677 -2.647
H6 -0.357 -4.324 -5.834
H7 0.717 -4.707 -4.485
H8 1.040 -3.305 -5.491
H9 -2.352 -3.253 -5.354
H10 -3.779 -1.836 -3.919
H11 -2.831 -0.864 -1.836
H12 -0.184 -0.132 -0.921
H13 -0.675 -3.720 -0.609
H14 0.119 -5.023 1.301
H15 1.332 -3.917 3.172
H16 1.676 -1.452 3.078
H17 1.737 -1.956 -1.912
H18 2.000 -2.575 -3.542
H19 1.567 -3.677 -2.243

Cartesian forces, eV/Å:
-0.0654 0.1301 0.0414
-0.0158 0.0238 0.0109
-0.0307 -0.0156 -0.0009
0.0414 -0.0239 -0.0008
0.0014 -0.0096 -0.0102
0.0051 -0.0109 -0.0074
0.0020 -0.0023 -0.0037
0.0032 -0.0037 0.0000
0.0039 0.0109 -0.0010
-0.0008 -0.0042 0.0029
0.0058 -0.0106 -0.0070
0.0016 0.0027 0.0045
0.0778 -0.0984 -0.0849
-0.0353 0.0102 0.0610
0.0027 0.0181 0.0128
0.0195 -0.0046 -0.0443
0.0029 0.0147 0.0061
-0.0188 -0.0145 0.0137
0.0134 0.0266 0.0097
-0.0149 0.0082 0.0026
-0.0041 -0.0031 0.0070
-0.0011 -0.0008 -0.0036
0.0055 0.0075 -0.0133
-0.0017 -0.0049 -0.0047
0.0018 -0.0032 -0.0013
-0.0085 0.0099 -0.0002
0.0003 -0.0019 -0.0023
0.0002 -0.0051 0.0030
-0.0174 0.0077 0.0005
-0.0201 0.0069 0.0137
0.0666 -0.0358 -0.0550
-0.0298 0.0086 0.0151
0.0114 -0.0081 0.0091
0.0083 0.0019 0.0053
0.0178 -0.0074 -0.0042
-0.0041 0.0065 -0.0119
-0.0058 -0.0072 0.0350
-0.0309 -0.0073 -0.0080
0.0226 -0.0711 0.0445
0.0081 0.0533 -0.0481
-0.0010 0.0059 -0.0108
-0.0026 -0.0119 0.0136
-0.0002 -0.0017 -0.0014
0.0034 -0.0016 0.0004
0.0020 0.0005 -0.0023
-0.0001 -0.0012 -0.0021
-0.0007 0.0029 -0.0013
0.0006 0.0014 0.0070
-0.0185 0.0087 0.0021
-0.0024 0.0019 -0.0042
-0.0005 -0.0015 0.0031
0.0022 -0.0009 -0.0020
-0.0028 0.0027 0.0038
-0.0037 0.0016 0.0051
-0.0010 -0.0004 -0.0002
0.0073 0.0005 0.0028

## Properties
2S+1	1
net charge	0
energy relative to the best compared isomer or geometry (same formula, charge and spin)	0.0	kJ/mol